Record 1
ORCA calculation (wB97M-V/def2-TZVPD) on a cluster of 2 separate species, C5H12NO in total at a distorted geometry.

Each line ends with the Löwdin charge.
Positions of all 19 atoms, in Å:
C1 -2.306 0.363 -0.144  0.03
C2 0.770 -0.455 1.541  0.03
C3 -0.015 -1.522 -0.679  -0.03
C4 1.669 1.784 -0.227  0.00
C5 0.606 -0.393 0.019  -0.29
N1 0.866 0.664 -0.690  0.07
O1 -3.381 -0.318 -0.352  -0.02
H1 -2.789 1.323 -0.385  0.04
H2 1.600 -1.063 1.905  0.11
H3 -0.143 -0.812 1.978  0.09
H4 0.788 0.590 1.799  0.08
H5 -0.597 -2.222 0.043  0.14
H6 0.794 -2.221 -0.749  0.11
H7 -0.565 -1.268 -1.501  0.05
H8 1.924 2.365 -1.179  0.14
H9 1.135 2.406 0.486  0.10
H10 2.512 1.384 0.260  0.09
H11 -3.323 -1.286 -0.563  0.13
H12 0.454 0.682 -1.561  0.13

Atoms 1-3, force components in eV/Å:
-0.5 0.1 -0.7
0.3 0.9 -1.7
0.2 -2.3 4.4

Energy relative to the best compared isomer or geometry (same formula, charge and spin): 89.5 kcal/mol
E_HOMO: -12.77 eV
Net charge: +1
E_LUMO: -0.1436 Eh



Record 2
ORCA calculation (wB97M-V/def2-TZVPD) on a structure of composition C44H37Cl5NO2P2S2Ta.

Each line ends with the Löwdin charge.
Positions of all 94 atoms, in Å:
Ta1 -0.404 0.088 0.263  1.45
S1 -1.599 2.030 1.416  0.40
P1 -2.122 2.308 -0.547  0.53
C1 -1.031 1.252 -1.345  -0.72
P2 0.183 1.531 -2.529  0.43
S2 1.486 0.087 -2.185  0.41
C2 0.967 3.168 -2.418  -0.32
C3 0.545 4.245 -3.194  -0.08
C4 1.161 5.480 -3.062  -0.08
C5 2.200 5.647 -2.156  -0.08
C6 2.627 4.574 -1.385  -0.06
C7 2.017 3.338 -1.521  -0.09
C8 -0.504 1.526 -4.204  -0.34
C9 -1.874 1.560 -4.425  -0.08
C10 -2.374 1.580 -5.721  -0.07
C11 -1.502 1.562 -6.798  -0.08
C12 -0.129 1.522 -6.581  -0.07
C13 0.369 1.505 -5.290  -0.09
C14 -3.860 1.932 -0.835  -0.36
C15 -4.231 0.870 -1.652  -0.11
C16 -5.575 0.601 -1.864  -0.06
C17 -6.543 1.385 -1.255  -0.07
C18 -6.173 2.440 -0.429  -0.07
C19 -4.832 2.716 -0.220  -0.08
C20 -1.976 4.062 -0.961  -0.33
C21 -1.168 4.920 -0.223  -0.08
C22 -1.058 6.252 -0.594  -0.07
C23 -1.750 6.728 -1.698  -0.08
C24 -2.552 5.872 -2.440  -0.07
C25 -2.667 4.540 -2.073  -0.09
H1 -0.263 4.124 -3.905  0.11
H2 0.830 6.313 -3.669  0.11
H3 2.683 6.612 -2.059  0.10
H4 3.449 4.691 -0.690  0.10
H5 2.377 2.489 -0.951  0.07
H6 -2.553 1.562 -3.583  0.07
H7 -3.444 1.603 -5.885  0.11
H8 -1.889 1.572 -7.809  0.10
H9 0.551 1.501 -7.422  0.11
H10 1.439 1.466 -5.121  0.11
H11 -3.464 0.239 -2.086  0.10
H12 -5.864 -0.233 -2.490  0.11
H13 -7.592 1.169 -1.413  0.11
H14 -6.929 3.044 0.055  0.11
H15 -4.544 3.538 0.426  0.11
H16 -0.634 4.547 0.641  0.07
H17 -0.429 6.918 -0.018  0.11
H18 -1.666 7.769 -1.981  0.11
H19 -3.094 6.241 -3.301  0.11
H20 -3.305 3.879 -2.647  0.11
Cl1 -0.518 -1.169 2.967  0.73
C26 -0.635 -2.491 1.815  -0.70
C27 -0.474 -2.143 0.487  -0.36
C28 -0.728 -3.142 -0.438  -0.72
Cl2 -0.736 -2.729 -2.118  0.70
C29 -1.008 -4.451 -0.051  -0.69
Cl3 -1.249 -5.680 -1.230  0.69
C30 -1.095 -4.769 1.305  -0.70
Cl4 -1.424 -6.380 1.802  0.69
C31 -0.931 -3.768 2.262  -0.71
Cl5 -1.090 -4.108 3.937  0.71
O1 -4.472 -1.438 1.084  0.12
C32 -3.436 -1.001 0.740  -0.45
N1 -2.398 -0.542 0.373  -0.11
C33 1.456 3.097 2.094  -0.12
C34 2.917 2.727 2.135  -0.38
C35 3.314 2.365 3.573  -0.05
C36 3.415 1.616 1.220  -0.15
C37 4.760 1.765 0.875  -0.06
C38 5.493 0.749 0.302  -0.07
C39 4.896 -0.491 0.193  -0.04
C40 3.558 -0.707 0.508  -0.14
C41 3.138 -2.176 0.583  -0.34
C42 2.386 -2.747 -0.611  -0.09
C43 2.471 -2.466 1.929  -0.06
C44 2.775 0.409 0.873  -0.24
O2 1.398 0.285 0.902  -0.36
H21 1.292 4.030 2.640  0.09
H22 0.849 2.328 2.571  0.03
H23 1.098 3.231 1.078  0.03
H24 3.489 3.615 1.850  0.12
H25 2.788 1.461 3.889  0.09
H26 3.045 3.171 4.259  0.08
H27 4.385 2.177 3.659  0.08
H28 5.239 2.711 1.103  0.12
H29 6.529 0.896 0.025  0.10
H30 5.483 -1.340 -0.134  0.12
H31 4.089 -2.714 0.602  0.12
H32 1.440 -2.252 -0.794  -0.04
H33 2.183 -3.808 -0.446  0.09
H34 2.982 -2.652 -1.520  0.08
H35 1.600 -1.834 2.096  -0.01
H36 3.172 -2.275 2.743  0.09
H37 2.154 -3.510 1.987  0.09

Atoms 1-3, force components in eV/Å:
-0.1 0.2 -0.8
0.1 0.1 0.1
0.1 0.1 0.2

Energy relative to the best compared isomer or geometry (same formula, charge and spin): 21.7 kcal/mol
E_HOMO: -8.23 eV
Net charge: 0
E_LUMO: -0.0186 Eh